Here is C15H20N2O2S in the gas phase from OMol25. Energies are from ωB97M-V/def2-TZVPD.

Computed properties:
- relative energy (zero: lowest compared OMol25 entry of this formula, charge and spin) (eV) = 1.407
- charge = 0
- 2S+1 = 1
- highest occupied orbital energy (eV) = -8.41

Cartesian coordinates (Å):
C (-3.8370, 0.1077, -1.9560)
C (-4.7846, -0.5596, -0.9651)
C (-5.1296, 0.3291, 0.2341)
C (-4.1438, 0.2025, 1.4059)
C (-2.7726, 0.7025, 1.0345)
O (-2.4768, 1.8734, 0.9143)
N (-1.8371, -0.2731, 0.8243)
C (-0.5517, 0.0389, 0.4383)
S (-0.0702, 1.6827, 0.2245)
C (1.5165, 1.1487, -0.2387)
C (1.6545, -0.2021, -0.2217)
C (0.4588, -0.8662, 0.1755)
C (0.2909, -2.2497, 0.2915)
N (0.1242, -3.3818, 0.3964)
C (2.9919, -0.7577, -0.5625)
C (4.0743, 0.0721, 0.1667)
C (5.4488, -0.2274, -0.4396)
C (4.0647, -0.2877, 1.6581)
O (3.8657, 1.4871, 0.0715)
C (2.7075, 1.9718, -0.5771)
H (-2.9117, 0.4208, -1.4815)
H (-4.3053, 0.9894, -2.3875)
H (-3.5905, -0.5784, -2.7633)
H (-5.7080, -0.8077, -1.4928)
H (-4.3528, -1.5006, -0.6146)
H (-6.1180, 0.0587, 0.6108)
H (-5.1660, 1.3719, -0.0844)
H (-4.0957, -0.8350, 1.7408)
H (-4.5065, 0.8222, 2.2281)
H (-2.0703, -1.2533, 0.9062)
H (3.0779, -1.8059, -0.2771)
H (3.1523, -0.6804, -1.6428)
H (5.4708, 0.0722, -1.4847)
H (5.6715, -1.2885, -0.3693)
H (6.2107, 0.3342, 0.0933)
H (4.7711, 0.3468, 2.1860)
H (4.3424, -1.3282, 1.8027)
H (3.0749, -0.1228, 2.0776)
H (2.8606, 1.9651, -1.6715)
H (2.5982, 3.0083, -0.2507)

Here is 4 unconnected molecules or ions with the total composition C34H66B2BrN7O4P from OMol25. Energies are from ωB97M-V/def2-TZVPD.

Computed properties:
- charge = +1
- 2S+1 = 1
- highest occupied orbital energy (eV) = -11.47

Cartesian coordinates (Å):
C (6.2295, 0.8263, 4.8350)
C (5.4265, 1.0431, 3.9768)
C (4.4713, 1.4162, 2.9317)
C (4.1826, 0.4739, 1.7047)
B (5.4030, -0.5282, 1.3604)
N (5.2082, -1.5398, 0.3601)
O (6.6331, -0.5085, 1.9465)
C (4.1411, 1.4993, 0.4849)
B (5.5619, 1.6484, -0.2538)
N (6.6304, 2.3193, 0.4040)
O (5.8035, 1.0552, -1.4932)
C (3.0622, 1.3047, -0.5573)
N (1.7271, 1.1420, 0.0937)
N (1.2293, 2.3319, 0.6911)
C (1.5212, 2.7162, 2.0614)
C (0.9522, 3.3046, -0.2828)
C (1.2403, 4.7376, 0.0555)
O (0.5607, 2.9420, -1.3661)
C (1.6269, -0.1759, 0.8747)
C (0.2360, -0.2246, 1.5139)
C (-1.0003, -0.2725, 0.6007)
C (-1.5711, 1.0745, 0.1204)
C (-3.1091, 1.0296, 0.0174)
C (-3.7794, 1.7720, 1.1776)
C (-5.2076, 1.3167, 1.4624)
C (-5.6766, 1.8499, 2.8145)
C (1.6676, -1.2497, -0.2613)
C (1.2418, -2.6768, 0.1103)
C (2.3943, -3.6674, 0.1517)
Br (0.0091, -3.3315, -1.2840)
C (2.8486, -0.4220, 1.8369)
P (2.3986, -0.7091, 3.6558)
C (1.5619, -2.3478, 3.6699)
O (3.8448, -1.2130, 4.2466)
H (6.8519, 0.5940, 5.6634)
H (4.8500, 2.3713, 2.5692)
H (3.5490, 1.6622, 3.4541)
H (4.7025, -1.2046, -0.4499)
H (6.0962, -1.8844, 0.0122)
H (6.9307, 0.3607, 2.2379)
H (3.9543, 2.5067, 0.8632)
H (6.3935, 3.1894, 0.8627)
H (7.4108, 2.4924, -0.2197)
H (5.3312, 1.4820, -2.2162)
H (3.2194, 0.4953, -1.2605)
H (3.0113, 2.2103, -1.1586)
H (1.0679, 0.9868, -0.6809)
H (2.4769, 3.2132, 2.2095)
H (0.7307, 3.3852, 2.3883)
H (1.4777, 1.8584, 2.7236)
H (1.2336, 5.2817, -0.8819)
H (2.2324, 4.8217, 0.4952)
H (0.5033, 5.1648, 0.7305)
H (0.1846, -1.0997, 2.1406)
H (0.0737, 0.5966, 2.2083)
H (-0.8847, -0.9298, -0.2581)
H (-1.7808, -0.7393, 1.2033)
H (-1.2823, 1.8841, 0.7872)
H (-1.1980, 1.2706, -0.8852)
H (-3.4576, -0.0036, -0.0207)
H (-3.3978, 1.4950, -0.9240)
H (-3.1739, 1.5865, 2.0726)
H (-3.7625, 2.8394, 0.9585)
H (-5.2232, 0.2264, 1.4520)
H (-5.8340, 1.7028, 0.6636)
H (-5.4032, 2.9010, 2.8968)
H (-5.1615, 1.3209, 3.6154)
H (-6.7505, 1.7495, 2.9414)
H (1.0780, -0.9166, -1.1148)
H (2.6918, -1.3269, -0.6117)
H (0.6640, -2.7517, 1.0223)
H (2.0070, -4.6727, 0.2928)
H (3.0728, -3.4539, 0.9757)
H (2.9363, -3.6505, -0.7902)
H (3.2031, -1.4054, 1.5362)
H (1.8469, -3.0091, 2.8529)
H (0.4823, -2.2529, 3.7314)
H (1.8798, -2.8268, 4.5939)
H (4.2820, -1.8568, 3.6705)
C (9.4802, -3.5900, -3.4385)
C (9.2640, -2.7617, -2.1783)
C (9.2678, -3.6091, -0.9003)
C (8.2015, -4.6115, -0.9131)
N (7.3475, -5.3780, -0.9323)
H (8.6785, -4.3161, -3.5778)
H (9.5041, -2.9499, -4.3198)
H (10.4254, -4.1332, -3.3931)
H (8.3161, -2.2229, -2.2506)
H (10.0510, -2.0109, -2.0911)
H (9.1300, -2.9813, -0.0186)
H (10.2214, -4.1282, -0.7903)
C (-8.1250, 0.7785, -3.0141)
C (-7.1224, 1.4648, -3.9313)
C (-5.7525, 1.6707, -3.2736)
C (-5.8442, 2.5097, -2.0795)
N (-5.9163, 3.1618, -1.1375)
H (-8.3304, 1.3812, -2.1270)
H (-9.0661, 0.6163, -3.5358)
H (-7.7570, -0.1965, -2.6874)
H (-7.5162, 2.4311, -4.2504)
H (-6.9822, 0.8663, -4.8323)
H (-5.0583, 2.1471, -3.9671)
H (-5.3244, 0.7101, -2.9785)
C (-11.7415, -2.6633, -1.4850)
C (-12.0484, -1.1718, -1.5335)
C (-12.5410, -0.7097, -2.9099)
C (-11.5393, -0.9505, -3.9482)
N (-10.7356, -1.1357, -4.7459)
H (-10.9390, -2.9252, -2.1760)
H (-11.4262, -2.9576, -0.4843)
H (-12.6206, -3.2545, -1.7471)
H (-11.1569, -0.6028, -1.2622)
H (-12.8167, -0.9296, -0.7979)
H (-12.7669, 0.3571, -2.9005)
H (-13.4533, -1.2401, -3.1882)

| no. | LUMO energy (Ha) |
| --- | --- |
| 1 | 0.0194 |
| 2 | -0.0920 |